# 1
The following is a quantum chemistry calculation of C28H42AsF6N2O12S4 as an isolated structure at a distorted geometry, from OMol25.

Element x y z (Å)
1 As -0.4130 -1.5001 -0.0310
2 F -0.4570 -2.2327 1.6641
3 F 1.3552 -1.7623 -0.0772
4 F -0.2693 -0.8959 -1.7050
5 F -2.2409 -1.2417 -0.1726
6 F -0.2507 0.2386 0.5183
7 F -0.6933 -3.1149 -0.7499
8 C 7.9837 -0.6118 -2.0282
9 C 6.6222 -0.7130 -2.3940
10 C 5.9043 -1.9388 -2.3735
11 C 6.6238 -3.1121 -1.9981
12 C 7.9583 -2.9692 -1.6331
13 C 8.6250 -1.7597 -1.6629
14 N 6.0363 -4.4548 -2.2211
15 O 6.8413 -5.3715 -2.0818
16 O 4.8184 -4.6161 -2.5378
17 H 8.4481 0.3475 -2.2028
18 H 6.0217 0.0865 -2.8023
19 H 4.9295 -2.0657 -2.8209
20 H 8.4534 -3.8979 -1.3908
21 H 9.6486 -1.6376 -1.3405
22 C -3.2535 -7.2444 4.2352
23 C -3.1732 -7.8339 5.4973
24 C -3.4851 -7.0104 6.5870
25 C -3.5298 -5.6280 6.4181
26 C -3.4332 -5.0337 5.0919
27 C -3.4201 -5.9113 3.9783
28 N -3.4852 -4.7544 7.6258
29 O -3.2399 -3.5986 7.4207
30 O -3.6271 -5.1952 8.7595
31 H -3.1121 -7.8005 3.3202
32 H -2.9893 -8.8914 5.6173
33 H -3.3945 -7.3951 7.5920
34 H -3.4452 -3.9857 4.8312
35 H -3.3649 -5.5647 2.9569
36 C 2.2516 5.0747 1.0977
37 C 3.4502 5.5285 1.8578
38 C 4.2415 6.5262 0.9628
39 S 4.0613 5.8850 -0.7313
40 O 5.3195 5.3934 -1.2834
41 O 3.3220 6.8858 -1.4771
42 C 2.8220 4.6849 -0.2956
43 H 1.4499 5.8006 0.9616
44 H 1.6649 4.2584 1.5191
45 H 4.1060 4.7014 2.1299
46 H 3.2393 6.0515 2.7906
47 H 5.2703 6.6837 1.2865
48 H 3.7339 7.4893 1.0170
49 H 3.2568 3.6929 -0.1729
50 H 2.0983 4.6658 -1.1104
51 C -6.5846 -0.6660 -5.4387
52 C -7.5944 -1.1615 -6.4143
53 C -7.0331 -2.4388 -7.0775
54 S -5.8040 -3.1846 -5.8310
55 O -4.4277 -3.1815 -6.3882
56 O -6.3655 -4.3807 -5.1656
57 C -6.0653 -1.8320 -4.5725
58 H -7.1374 0.0635 -4.8469
59 H -5.8172 -0.0853 -5.9505
60 H -7.9650 -0.4115 -7.1131
61 H -8.5619 -1.4705 -6.0186
62 H -6.5265 -2.3463 -8.0381
63 H -7.7319 -3.2688 -7.1820
64 H -5.2246 -1.7413 -3.8847
65 H -6.9343 -2.0196 -3.9420
66 C -5.6367 4.6089 -1.0624
67 C -4.9820 3.2055 -1.2893
68 C -3.8385 3.4751 -2.3662
69 S -4.5661 4.7046 -3.5927
70 O -5.2254 4.0677 -4.7177
71 O -3.5525 5.7448 -3.7722
72 C -5.9223 5.2944 -2.4203
73 H -5.2524 5.3218 -0.3329
74 H -6.6262 4.4677 -0.6276
75 H -5.7894 2.4882 -1.4367
76 H -4.5769 3.0700 -0.2865
77 H -3.6306 2.6262 -3.0177
78 H -2.8789 3.9008 -2.0730
79 H -6.7969 5.0097 -3.0053
80 H -5.6458 6.3481 -2.3832
81 C 5.5709 0.3168 2.9692
82 C 4.1270 0.2709 3.1907
83 C 3.7107 0.9460 4.5771
84 S 5.3474 1.4367 5.4674
85 O 5.4256 0.7769 6.7881
86 O 5.6172 2.8770 5.3246
87 C 6.3733 0.3701 4.3649
88 H 5.8574 1.2176 2.4265
89 H 5.9182 -0.3959 2.2212
90 H 3.7692 -0.7567 3.2548
91 H 3.4533 0.6240 2.4100
92 H 3.4774 0.0641 5.1738
93 H 2.9961 1.7633 4.4794
94 H 6.3457 -0.6295 4.7986
95 H 7.4244 0.6588 4.3585

Atomic forces in eV per Å
As -0.780 -0.167 -1.153
F -0.186 1.416 -2.233
F -1.370 0.373 0.536
F -0.141 -0.137 1.116
F 2.219 -0.247 0.815
F -0.053 -2.216 -0.036
F 0.321 1.095 1.028
C -2.471 0.377 -1.233
C -0.943 -1.316 -0.055
C 1.933 -0.810 -0.001
C -0.801 2.422 -0.905
C -0.263 -1.490 0.051
C 0.479 0.200 0.731
N -1.483 -1.089 -0.137
O -1.011 0.374 -0.213
O 3.468 0.995 0.878
H 0.339 -0.048 0.396
H 0.419 0.529 0.159
H -0.219 0.294 0.299
H 0.333 0.128 0.125
H 0.201 -0.574 -0.074
C 0.437 -1.349 -0.798
C -1.277 1.163 -0.195
C 1.470 0.110 0.039
C 0.227 0.492 -2.012
C -0.818 -1.416 0.463
C 0.428 1.219 2.244
N 0.085 -0.292 0.328
O 0.085 1.122 -0.526
O -0.212 -0.794 -0.808
H 0.079 -0.717 0.180
H -0.017 0.028 0.030
H -0.354 0.001 0.125
H 0.048 0.190 0.806
H -0.153 0.280 0.102
C -0.956 -0.206 -1.555
C 1.202 1.016 0.702
C -0.346 -0.353 0.555
S 0.293 1.222 -0.124
O -1.251 -0.050 0.782
O 0.381 -0.116 -0.010
C -0.385 -1.245 0.478
H 0.438 0.724 0.041
H 0.603 -0.421 0.153
H -0.081 -0.226 -0.116
H -0.252 -0.124 0.065
H 0.026 -0.315 -0.305
H -0.002 -0.001 -0.435
H 0.248 -0.003 -0.310
H 0.087 0.032 0.091
C 0.499 1.359 1.002
C -0.919 -1.801 -1.404
C 0.685 -0.989 0.321
S 0.309 0.060 1.213
O -2.633 0.010 0.920
O 0.831 1.229 -1.631
C -0.711 0.376 -1.062
H 0.388 0.098 0.505
H 0.244 -0.260 -0.045
H 0.786 0.137 -0.374
H 0.184 -0.051 0.997
H 0.253 0.318 0.236
H -0.261 0.235 0.037
H 0.300 0.326 -0.612
H 0.070 -1.048 -0.104
C -2.318 0.128 -1.129
C 1.473 2.757 0.760
C -1.817 -0.785 -1.079
S 0.234 0.173 2.104
O 0.546 0.156 0.296
O -0.983 -0.775 -0.269
C 2.385 -0.181 -0.708
H 1.108 -0.305 -0.341
H -0.216 -0.401 0.086
H 0.593 -0.166 -0.738
H 0.475 -0.922 -0.282
H 0.038 -0.237 0.259
H -0.405 0.050 0.572
H -0.257 0.301 0.588
H -0.837 0.146 -0.118
C 3.049 1.624 -0.096
C -2.684 -0.121 1.515
C 2.241 -0.986 -0.382
S -0.441 -0.709 -0.127
O -0.338 1.327 -1.591
O -0.213 -1.861 0.080
C -1.321 -0.524 -1.303
H -0.173 0.581 0.222
H 0.098 -0.737 0.654
H 0.264 -0.226 0.254
H 0.589 0.557 -0.307
H -0.856 0.725 0.481
H 0.162 -0.226 0.458
H -0.200 0.121 0.356
H -0.251 0.439 -0.297

* HOMO-LUMO gap: 0.3406 Ha
* energy: -6532.0738 Ha
* net charge: -1


# 2
The following is a quantum chemistry calculation of one molecule with the formula C28H42BBr2FN2O6 at a distorted geometry, from OMol25.

Element x y z (Å)
1 C -4.4003 -2.8221 -1.3929
2 C -4.4999 -2.0980 -2.7508
3 C -3.0993 -1.7800 -3.2928
4 C -3.1391 -0.9128 -4.5506
5 C -1.8935 -1.0721 -5.4531
6 C -0.8995 0.1093 -5.4596
7 C -0.6794 0.7861 -4.1182
8 C -0.0316 -0.1547 -3.0886
9 C 1.4594 0.1562 -2.8358
10 C 1.9691 -0.1311 -1.4418
11 C 2.8535 -1.2335 -1.1736
12 C 3.3282 -2.2334 -2.1905
13 Br 4.3750 -1.3338 -3.5885
14 C 2.3099 -3.2815 -2.7475
15 C 1.9252 -3.2047 -4.2093
16 Br 0.7172 -3.4278 -1.6146
17 C 3.3366 -1.3955 0.1107
18 O 4.2012 -2.4275 0.4194
19 C 2.9809 -0.5108 1.1548
20 N 3.5067 -0.7190 2.3987
21 C 3.1488 0.1174 3.3325
22 C 3.7418 -0.0891 4.6936
23 C 4.6225 1.0398 5.0981
24 O 5.2912 1.6943 4.4000
25 F 4.6074 1.2678 6.4096
26 C 2.2290 1.1737 3.0749
27 C 1.8101 2.1076 4.1843
28 O 1.2186 1.4271 5.2685
29 C -0.2045 1.3277 5.1970
30 C -0.8563 2.1464 6.3164
31 O -1.6489 3.2125 5.8085
32 C -2.9218 2.7766 5.3453
33 C -3.8067 4.0169 5.1394
34 N 1.7083 1.3902 1.8985
35 C 2.1033 0.5366 0.9046
36 C 1.5898 0.7210 -0.4140
37 C 0.6114 1.8430 -0.6040
38 B -0.8580 1.4485 -0.1333
39 O -1.1041 0.2865 0.5783
40 O -1.9252 2.2529 -0.4061
41 H -4.6540 -3.8699 -1.5202
42 H -5.0478 -2.3752 -0.6469
43 H -3.3868 -2.7645 -1.0071
44 H -5.0364 -1.1603 -2.6333
45 H -5.0040 -2.7251 -3.4786
46 H -2.6029 -2.7264 -3.4998
47 H -2.5659 -1.2716 -2.4931
48 H -3.9986 -1.2590 -5.1231
49 H -3.3123 0.1253 -4.2887
50 H -1.3499 -1.9645 -5.1437
51 H -2.2396 -1.2767 -6.4616
52 H -1.2350 0.8275 -6.2067
53 H 0.0516 -0.2752 -5.8292
54 H 0.0138 1.6062 -4.3093
55 H -1.5908 1.2398 -3.7413
56 H -0.0796 -1.1443 -3.5252
57 H -0.6093 -0.2213 -2.1762
58 H 2.0405 -0.3470 -3.5965
59 H 1.5854 1.2127 -3.0400
60 H 4.0712 -2.8223 -1.6829
61 H 2.7800 -4.2458 -2.6128
62 H 1.3822 -2.3068 -4.4759
63 H 1.2571 -4.0416 -4.4079
64 H 2.7893 -3.3589 -4.8410
65 H 3.7583 -3.0341 1.0213
66 H 2.9615 -0.2600 5.4269
67 H 4.3686 -0.9776 4.6779
68 H 1.1280 2.8345 3.7495
69 H 2.6723 2.6807 4.5222
70 H -0.4433 0.2772 5.3577
71 H -0.5874 1.6228 4.2255
72 H -0.0942 2.6052 6.9373
73 H -1.4607 1.4975 6.9514
74 H -2.8113 2.2551 4.3941
75 H -3.3710 2.1299 6.0972
76 H -4.1564 4.0537 4.1139
77 H -3.2134 4.8986 5.3443
78 H -4.6424 3.9764 5.8278
79 H 0.6336 2.2494 -1.6080
80 H 0.8993 2.6611 0.0576
81 H -0.9243 -0.4797 0.0225
82 H -1.6520 3.1434 -0.6450

Atomic forces in eV per Å
C -0.127 0.103 -0.476
C 0.817 0.077 0.430
C -0.637 0.283 0.106
C 0.297 -0.760 -0.292
C 0.016 0.248 0.465
C -0.606 -0.407 -0.369
C 0.543 0.100 -0.032
C 0.173 -0.115 -0.462
C -0.531 -0.015 0.119
C 0.135 0.051 0.275
C -0.009 0.530 0.481
C -0.452 -0.092 0.165
Br 0.193 -0.173 -0.025
C 0.496 0.313 -0.336
C -0.693 -0.499 0.186
Br 0.007 0.060 -0.009
C 0.003 -0.359 -0.271
O -0.169 0.043 -0.445
C 0.284 -0.267 0.486
N -0.218 0.163 -0.161
C 0.269 -0.513 -0.377
C -0.358 -0.361 0.164
C -0.575 -0.421 0.235
O 0.913 0.926 -1.020
F -0.060 -0.067 0.861
C -0.355 0.476 0.158
C -0.024 0.201 -0.360
O 0.039 0.175 -0.117
C 0.241 -0.458 0.845
C -0.247 0.415 -0.574
O -0.025 -0.239 0.328
C 0.054 0.899 -0.084
C 0.358 -0.652 0.036
N 0.491 -0.568 0.001
C -0.497 0.276 -0.624
C 0.147 -0.057 -0.231
C -0.053 -0.127 0.264
B 0.183 -0.141 -0.133
O -0.473 0.129 -0.576
O -0.012 0.250 0.484
H -0.035 -0.162 0.231
H -0.204 -0.077 0.109
H 0.171 -0.038 0.090
H -0.252 0.072 -0.112
H -0.336 0.050 -0.117
H 0.253 -0.075 -0.006
H 0.317 -0.012 0.063
H -0.191 0.163 -0.110
H -0.132 0.191 0.000
H -0.048 -0.185 0.065
H 0.172 0.086 -0.270
H -0.024 0.266 0.054
H 0.210 0.053 -0.037
H -0.038 0.250 0.094
H -0.182 -0.025 0.074
H -0.129 -0.418 0.219
H -0.045 0.165 0.304
H 0.125 -0.103 0.017
H 0.268 0.292 0.077
H 0.282 -0.033 0.051
H 0.058 -0.179 0.148
H 0.147 0.289 -0.087
H -0.105 -0.043 -0.040
H 0.257 0.266 -0.094
H 0.093 0.088 0.251
H -0.063 0.152 0.192
H 0.080 -0.129 -0.146
H -0.153 0.084 -0.046
H 0.132 -0.079 0.330
H -0.018 -0.159 -0.183
H 0.001 0.122 -0.193
H 0.228 -0.016 -0.008
H -0.179 -0.048 0.095
H -0.004 -0.353 0.017
H -0.002 -0.335 -0.009
H -0.223 0.148 -0.066
H 0.055 0.212 0.033
H -0.229 0.213 -0.027
H -0.106 -0.002 -0.264
H 0.055 0.131 0.073
H 0.338 -0.229 0.362
H -0.080 -0.018 -0.250

* HOMO-LUMO gap: 0.3040 Ha
* energy: -6925.9261 Ha
* SMILES string: CCCCCCCCCc1c([C@H](Br)[C@H](C)Br)c(O)c2nc(CC(=O)F)c(COCCOCC)nc2c1CB(O)O
* net charge: 0


The lowest HOMO-LUMO gap belongs to which entry?
C28H42BBr2FN2O6


Among the records above, which one has the lowest HOMO-LUMO gap?
C28H42BBr2FN2O6


Which of these has the highest net charge?
C28H42BBr2FN2O6


The highest energy belongs to which entry?
C28H42AsF6N2O12S4